1.
ORCA calculation (ωB97M-V/def2-TZVPD) on a 2-piece molecular cluster, C3H10N2O overall.

Cartesian coordinates (Å):
C: -1.3956 -0.0201 0.3474
C: -0.2178 0.7081 0.3642
N: 0.3579 1.1032 1.5222
C: 0.5620 0.9905 -0.9050
N: 0.7601 -0.1410 -1.7918
H: -1.9592 -0.0251 -0.5749
H: -2.0156 -0.0139 1.2354
H: -0.0584 0.7915 2.3867
H: 1.3627 1.1824 1.5448
H: 0.0339 1.7786 -1.4513
H: 1.5441 1.3921 -0.6370
H: -0.1097 -0.3884 -2.2508
H: 1.0476 -0.9444 -1.2236
O: 0.3618 -2.0428 0.4525
H: 0.3266 -2.9955 0.5525
H: -0.6006 -1.3753 0.4288

Total energy ... -8299.60576 eV
M ... 90.1 g/mol
F_max ... 3.2 eV/Å
SMILES string ... C=C(N)CN.O
Multiplicity ... 1
Orbital gap ... 9.511 eV
Charge ... 0

Atom charges from the Mulliken analysis, given in e for atoms 1 to 6: C -1.35; C 0.95; N -0.48; C -0.88; N -0.63; H 0.28

2.
ORCA calculation (ωB97M-V/def2-TZVPD) on one molecule with the formula C4H10N2S.

Cartesian coordinates (Å):
C: 0.4489 0.7211 -0.8807
C: 1.3451 -0.4630 -0.4018
C: 0.8432 -1.1338 0.9356
C: -1.8539 -0.0637 -0.4093
N: -0.9167 1.2857 1.0343
N: -0.8030 0.8562 -0.1428
S: 3.0007 0.2475 -0.1319
H: 1.0784 1.6306 -0.7675
H: 0.2287 0.5515 -1.9039
H: 1.3637 -1.2677 -1.1185
H: 0.6394 -0.2472 1.5818
H: 1.6611 -1.7571 1.3282
H: 0.0076 -1.7300 0.7249
H: -2.7461 0.1168 0.3840
H: -2.2407 0.0959 -1.4088
H: -1.6216 -1.0271 -0.1397
H: -0.4347 2.1844 1.3159

Total energy ... -18120.54810 eV
M ... 118.2 g/mol
F_max ... 4.6 eV/Å
Multiplicity ... 1
Orbital gap ... 4.685 eV
Charge ... 0

Atom charges from the Mulliken analysis, given in e for atoms 1 to 6: C -0.88; C 0.25; C -1.32; C -0.76; N -0.79; N 0.74

3.
ORCA calculation (ωB97M-V/def2-TZVPD) on C54H52CoN3O5P2S as an isolated structure.

Cartesian coordinates (Å):
Co: 0.8320 0.5776 0.6182
C: -7.2640 -0.2573 -1.9235
S: -5.7380 0.4307 -2.6402
C: -4.8922 -1.1425 -3.1213
C: -4.2082 -1.9621 -1.9993
C: -3.3766 -1.0584 -1.0971
N: -1.9238 -1.0388 -1.1613
P: -1.0714 0.4274 -1.1672
C: -2.1957 1.5289 -0.2784
C: -2.6789 1.0883 0.9669
C: -3.3285 2.0232 1.7824
C: -3.4452 3.3708 1.4260
C: -3.0342 3.7323 0.1924
C: -2.3957 2.8619 -0.6838
C: -1.0962 1.0070 -2.8398
C: -2.1903 1.4176 -3.6438
C: -1.9676 1.7930 -4.9665
C: -0.7464 1.7242 -5.5764
C: 0.3353 1.3996 -4.7595
C: 0.1903 1.0276 -3.4438
P: -1.1207 -2.4537 -0.7287
C: -2.0515 -3.1392 0.6508
C: -2.8111 -4.3088 0.5498
C: -3.3668 -4.9104 1.6841
C: -3.1689 -4.2946 2.9379
C: -2.5134 -3.0797 3.0062
C: -1.9683 -2.4961 1.9046
C: -0.9277 -3.5162 -2.1161
C: -1.3995 -3.1818 -3.4352
C: -1.2804 -4.1308 -4.4659
C: -0.9157 -5.4220 -4.1373
C: -0.4357 -5.7598 -2.8669
C: -0.5187 -4.8030 -1.8353
H: -7.8464 0.6086 -1.5549
H: -7.1123 -0.9042 -1.0842
H: -7.8195 -0.8219 -2.6696
H: -4.0949 -0.8183 -3.7939
H: -5.6216 -1.7749 -3.6545
H: -3.6435 -2.8448 -2.3781
H: -5.0237 -2.3965 -1.4069
H: -3.6532 -1.3700 -0.1039
H: -3.6678 -0.0399 -1.2637
H: -2.4800 0.0832 1.2454
H: -3.4842 1.8791 2.8258
H: -3.7605 4.0772 2.2184
H: -3.0197 4.7692 -0.2222
H: -1.9966 3.0607 -1.6535
H: -3.1939 1.5738 -3.2145
H: -2.7867 1.9681 -5.6426
H: -0.6308 1.9676 -6.6457
H: 1.3519 1.3866 -5.1362
H: 1.0862 0.8033 -2.8528
H: -2.9729 -4.7565 -0.4315
H: -3.9660 -5.8142 1.5910
H: -3.5545 -4.7112 3.8400
H: -2.5527 -2.5169 3.9885
H: -1.5092 -1.5237 1.9547
H: -1.6839 -2.1736 -3.7149
H: -1.5046 -3.7924 -5.4719
H: -0.8827 -6.1463 -4.9974
H: -0.0299 -6.7738 -2.6459
H: -0.1776 -5.0862 -0.8263
O: 3.3780 4.0647 5.9970
C: 2.8470 2.7620 6.2815
C: 2.1841 2.2755 5.0053
C: 1.9364 0.9222 4.7887
C: 1.3818 0.4835 3.5893
N: 1.0756 1.3055 2.6261
C: 1.2162 2.5990 2.8501
C: 1.8170 3.1249 3.9601
C: 0.8790 3.3542 1.6783
C: 0.6064 4.7121 1.7197
C: 0.4531 5.4381 0.5400
C: 0.3145 6.9593 0.5660
O: -0.3091 7.3640 1.7973
C: 0.4143 4.6862 -0.6296
C: 0.6958 3.3413 -0.5975
N: 0.8574 2.6898 0.5497
H: 3.6847 4.4940 6.7525
H: 2.0289 2.7325 7.0462
H: 3.6627 2.1037 6.5615
H: 2.2661 0.0867 5.4588
H: 1.2612 -0.5887 3.4018
H: 1.8166 4.2616 4.0134
H: 0.6188 5.2935 2.6599
H: -0.2472 7.2010 -0.3265
H: 1.3111 7.3862 0.4816
H: -1.1937 7.6912 1.6476
H: 0.2709 5.2225 -1.5563
H: 0.7750 2.7550 -1.5521
O: 2.7059 0.1904 0.0419
C: 3.1056 -1.1961 0.3370
C: 1.8624 -2.0035 0.8073
O: 1.9913 -3.2580 0.8610
O: 0.7187 -1.3901 0.9962
C: 3.9713 -1.7243 -0.8299
C: 4.9311 -2.6820 -0.6273
C: 5.8828 -2.9722 -1.6228
C: 5.6483 -2.5475 -2.9402
C: 4.5504 -1.6935 -3.1970
C: 3.7937 -1.2730 -2.1184
C: 3.9969 -0.9857 1.5915
C: 4.4356 -2.0918 2.3722
C: 5.2066 -1.9315 3.5387
C: 5.6603 -0.6741 3.8070
C: 5.3086 0.3859 3.0140
C: 4.4935 0.2644 1.9539
H: 3.3098 0.5838 -0.5760
H: 5.1197 -3.0689 0.3736
H: 6.8439 -3.4214 -1.3728
H: 6.3804 -2.6587 -3.7344
H: 4.2247 -1.4004 -4.1815
H: 2.9731 -0.6073 -2.3597
H: 3.9603 -3.0388 2.1218
H: 5.4803 -2.7936 4.1938
H: 6.3663 -0.5058 4.6372
H: 5.8051 1.3510 3.1375
H: 4.1759 1.0542 1.3335

Total energy ... -138575.61716 eV
M ... 976.0 g/mol
F_max ... 4.0 eV/Å
Multiplicity ... 5
Orbital gap (alpha / beta) ... 7.873 / 5.682 eV
⟨S²⟩ ... 6.0169
Charge ... +2

Atom charges from the Mulliken analysis, given in e for atoms 1 to 6: Co 0.64; C -0.98; S -0.02; C -1.10; C -1.02; C -0.72

4.
ORCA calculation (ωB97M-V/def2-TZVPD) on one molecule with the formula C8H21NO2Si.

Cartesian coordinates (Å):
C: -0.2011 -3.7190 1.4286
C: -0.5819 -2.2266 1.2483
O: 0.5153 -1.5873 0.6447
Si: 0.4754 -0.0408 0.1564
C: 2.2358 0.5267 0.6826
C: 0.1038 -0.1144 -1.7155
C: -0.1301 1.3170 -2.0235
C: -0.2886 1.6056 -3.4833
N: 0.9760 1.6290 -4.2953
O: -0.5453 0.8852 1.0534
C: -0.4512 0.9176 2.4506
C: -1.7729 0.8199 3.1680
H: 0.9144 -3.8059 1.2906
H: -0.4743 -4.3188 2.3134
H: -0.7533 -4.2318 0.6382
H: -0.7774 -1.8272 2.1999
H: -1.4013 -2.0950 0.5095
H: 2.9155 -0.2676 0.9901
H: 2.4398 0.8366 -0.3458
H: 2.4388 1.3690 1.3631
H: -0.8086 -0.7149 -1.7627
H: 0.9923 -0.5181 -2.2663
H: -1.0639 1.6554 -1.5675
H: 0.7335 1.9666 -1.5861
H: -1.0958 0.9734 -4.0150
H: -0.7451 2.6169 -3.6467
H: 1.6980 2.1827 -3.8793
H: 0.8527 1.8188 -5.2879
H: 0.0224 1.8445 2.7983
H: 0.1752 0.0215 2.7247
H: -2.5334 0.1587 2.7844
H: -2.3549 1.7496 3.1484
H: -1.5097 0.5730 4.2818

Total energy ... -22100.16590 eV
M ... 191.3 g/mol
F_max ... 3.8 eV/Å
SMILES string ... CCO[Si](C)(CCCN)OCC
Multiplicity ... 1
Orbital gap ... 9.684 eV
Charge ... 0

Atom charges from the Mulliken analysis, given in e for atoms 1 to 6: C -1.16; C 0.07; O -0.24; Si 0.34; C -1.08; C -0.63

5.
ORCA calculation (ωB97M-V/def2-TZVPD) on one molecule with the formula C22H14F3NO2S2.

Cartesian coordinates (Å):
O: 1.5764 -0.2347 3.0305
C: 0.8472 -0.3675 2.0527
N: 1.3536 -0.1104 0.7918
C: 2.6738 0.2149 0.5015
C: 3.0350 0.6314 -0.7602
C: 2.0037 0.6161 -1.8881
C: 1.3054 -0.5548 -2.2592
C: 0.3522 -0.5113 -3.2750
C: 0.0174 0.7116 -3.8873
C: 0.6743 1.8779 -3.4941
C: 1.6765 1.8161 -2.5285
C: 4.4472 1.0163 -0.9962
C: 5.4298 1.1186 -0.0461
C: 6.7099 1.5919 -0.6577
C: 6.5825 1.7480 -2.0196
S: 4.9473 1.4181 -2.6212
C: -0.5840 -0.5473 2.2562
S: -1.3627 0.1998 3.6649
C: -2.9280 -0.2928 3.0926
C: -4.1828 -0.1088 3.6995
C: -5.3242 -0.5224 2.9746
C: -5.2442 -1.1928 1.7617
C: -6.5346 -1.6185 1.0520
F: -7.4656 -0.6199 1.1952
F: -6.3105 -1.8510 -0.2690
F: -7.0587 -2.7162 1.6449
C: -3.9925 -1.5113 1.2415
C: -2.8500 -1.0166 1.8948
C: -1.4711 -1.1181 1.3860
O: -1.1194 -1.7460 0.2555
H: 0.6856 0.0094 0.0316
H: 3.4165 0.1309 1.2898
H: 1.4718 -1.5060 -1.7489
H: -0.1426 -1.4037 -3.5351
H: -0.7779 0.7717 -4.6047
H: 0.5117 2.7739 -4.0949
H: 2.1881 2.7257 -2.2556
H: 5.3023 0.8992 1.0213
H: 7.6392 1.7681 -0.1219
H: 7.4080 2.0407 -2.6694
H: -4.2793 0.3213 4.7024
H: -6.2982 -0.4121 3.4658
H: -3.9030 -2.0238 0.3018
H: -0.4262 -2.4157 0.4239

Total energy ... -58449.42465 eV
M ... 445.5 g/mol
F_max ... 2.7 eV/Å
SMILES string ... O=C(N/C=C(\c1ccccc1)c1cccs1)c1sc2ccc(C(F)(F)F)cc2c1O
Multiplicity ... 1
Orbital gap ... 7.387 eV
Charge ... 0

Atom charges from the Mulliken analysis, given in e for atoms 1 to 6: O -0.66; C 0.48; N 0.03; C -1.27; C 0.96; C -0.34

6.
ORCA calculation (ωB97M-V/def2-TZVPD) on one molecule with the formula CHClF2O.

Cartesian coordinates (Å):
F: -0.7149 1.4822 -0.5967
C: 0.2220 0.6160 -0.4920
F: 0.8213 0.2995 -1.6141
O: 1.3034 1.3230 0.4141
Cl: 0.7985 1.7371 2.0000
H: -0.2361 -0.4052 -0.2243

Total energy ... -21055.54302 eV
M ... 102.5 g/mol
F_max ... 3.9 eV/Å
SMILES string ... FC(F)OCl
Multiplicity ... 1
Orbital gap ... 10.572 eV
Charge ... 0

For each atom in turn, the Mulliken charge in e is: F -0.18; C 0.47; F -0.19; O -0.27; Cl 0.02; H 0.16

Look up the total energy of the fourth one. -22100.16590 eV

The lowest M belongs to which entry? C3H10N2O

The highest M belongs to which entry? C54H52CoN3O5P2S